No. 1
Computed, not measured: a molecular structure, C29H52BMgN8O2 at a distorted geometry, with wB97M-V/def2-TZVPD.

Geometry as XYZ:
```
93
C29H52BMgN8O2, DFT wB97M-V/def2-TZVPD
Mg 0.118 -0.067 0.299
C -1.676 2.235 -3.581
C -1.479 0.800 -3.079
C 0.000 0.449 -3.041
C -2.157 0.657 -1.752
C -3.528 0.757 -1.543
C -3.721 0.614 -0.181
C -5.091 0.575 0.425
C -5.389 -0.823 0.961
C -5.357 1.642 1.487
N -2.507 0.441 0.384
N -1.561 0.463 -0.580
B -2.121 0.225 1.863
N -1.586 -1.233 2.005
N -0.725 -1.667 1.063
C -0.469 -2.956 1.276
C -1.161 -3.356 2.413
C -1.893 -2.253 2.835
C -2.884 -2.463 3.951
C -4.004 -3.383 3.434
C -3.525 -1.264 4.632
C 0.252 -3.908 0.365
C -0.795 -4.868 -0.222
C 1.008 -3.239 -0.776
N -1.044 1.277 2.282
N 0.009 1.494 1.467
C 0.707 2.530 1.922
C 0.093 2.990 3.080
C -1.023 2.192 3.278
C -1.849 2.452 4.507
C -1.341 1.581 5.663
C -3.367 2.431 4.377
C 1.915 3.185 1.312
C 1.620 4.675 1.090
C 2.382 2.546 0.009
H -1.247 2.352 -4.573
H -1.191 2.939 -2.908
H -2.732 2.483 -3.635
H -1.988 0.124 -3.776
H 0.527 1.134 -2.380
H 0.421 0.533 -4.040
H 0.144 -0.571 -2.687
H -4.288 0.907 -2.281
H -5.767 0.771 -0.414
H -4.682 -1.071 1.745
H -5.300 -1.562 0.168
H -6.398 -0.859 1.365
H -5.008 1.323 2.462
H -6.427 1.820 1.559
H -4.865 2.576 1.229
H -3.060 0.362 2.542
H -1.151 -4.324 2.875
H -2.328 -3.018 4.719
H -4.534 -2.906 2.615
H -4.714 -3.575 4.235
H -3.614 -4.332 3.078
H -4.305 -0.834 4.013
H -2.789 -0.507 4.866
H -3.981 -1.591 5.564
H 0.961 -4.499 0.961
H -1.441 -4.331 -0.917
H -1.414 -5.305 0.556
H -0.305 -5.679 -0.758
H 0.408 -2.435 -1.203
H 1.215 -3.969 -1.553
H 1.956 -2.837 -0.432
H 0.400 3.803 3.707
H -1.589 3.483 4.769
H -1.385 0.524 5.418
H -1.946 1.759 6.549
H -0.309 1.829 5.896
H -3.762 1.425 4.324
H -3.670 2.990 3.496
H -3.797 2.912 5.252
H 2.730 3.118 2.045
H 0.852 4.802 0.330
H 2.522 5.188 0.762
H 1.283 5.155 2.004
H 1.526 2.222 -0.583
H 3.025 1.695 0.209
H 2.953 3.265 -0.572
C 4.064 -0.704 -1.870
O 3.990 -0.887 -0.452
C 2.811 -0.682 0.113
O 1.810 -0.353 -0.500
N 2.860 -0.880 1.443
N 1.709 -0.725 2.211
H 5.101 -0.901 -2.130
H 3.784 0.315 -2.140
H 3.399 -1.403 -2.380
H 3.737 -1.175 1.860
H 1.838 -0.014 2.932
H 1.443 -1.601 2.661
```

Frontier orbital gap, hartree: 0.3346
HOMO level, eV: -11.26
Total charge: +1



No. 2
Computed, not measured: 6 unconnected molecules or ions with the total composition C29H52ClN2O15PS5 at a distorted geometry, with wB97M-V/def2-TZVPD.

Geometry as XYZ:
```
105
C29H52ClN2O15PS5, DFT wB97M-V/def2-TZVPD
N -4.521 -4.212 -2.253
P -3.968 -5.178 -1.068
O -5.155 -6.427 -0.770
O -2.510 -5.907 -1.622
C -3.701 -4.270 0.585
C -3.811 -2.828 0.774
C -3.565 -2.092 2.221
O -3.946 -0.886 2.482
C -2.757 -2.960 3.319
Cl -1.891 -2.254 4.796
C -2.639 -4.420 3.166
C -1.796 -5.328 4.241
C -0.177 -5.139 4.055
O 0.194 -4.105 3.090
C 0.536 -4.711 5.483
N 1.371 -5.898 5.898
C -3.322 -5.173 1.903
O -3.608 -6.429 1.900
H -4.588 -3.256 -1.857
H -5.644 -6.552 -1.633
H -2.313 -6.733 -1.099
H -4.045 -2.125 -0.118
H -2.047 -6.458 4.048
H -2.135 -5.129 5.345
H 0.255 -6.147 3.639
H 0.553 -4.490 2.254
H 1.279 -3.819 5.349
H -0.242 -4.371 6.280
H 2.346 -5.569 6.010
H 0.967 -6.246 6.787
O 0.621 -1.355 -1.000
S -0.052 -0.346 -1.786
O 0.206 -0.167 -3.200
C -1.809 -0.517 -1.539
C -2.104 0.353 -0.325
C -1.298 1.636 -0.527
C 0.113 1.227 -0.954
H -2.064 -1.566 -1.389
H -2.311 -0.131 -2.430
H -3.173 0.557 -0.227
H -1.771 -0.153 0.589
H -1.761 2.236 -1.314
H -1.275 2.246 0.379
H 0.553 1.955 -1.638
H 0.767 1.086 -0.090
O 1.390 -1.818 1.242
S 2.291 -2.408 2.207
O 1.882 -3.481 3.093
C 3.783 -2.897 1.359
C 4.670 -1.660 1.414
C 4.525 -1.108 2.833
C 3.033 -1.097 3.170
H 3.548 -3.212 0.342
H 4.228 -3.725 1.917
H 5.709 -1.901 1.177
H 4.320 -0.915 0.691
H 5.055 -1.760 3.533
H 4.958 -0.109 2.924
H 2.859 -1.284 4.232
H 2.564 -0.154 2.877
O 6.389 0.763 1.666
S 7.290 0.171 2.629
O 6.884 -0.900 3.515
C 8.780 -0.319 1.782
C 9.667 0.917 1.837
C 9.523 1.469 3.256
C 8.032 1.481 3.594
H 8.545 -0.634 0.765
H 9.225 -1.147 2.340
H 10.706 0.676 1.599
H 9.318 1.662 1.113
H 10.054 0.815 3.956
H 9.956 2.468 3.347
H 7.858 1.294 4.655
H 7.563 2.424 3.301
O -3.418 3.089 -0.278
S -4.155 3.224 -1.515
O -4.103 2.222 -2.559
C -5.863 3.556 -1.123
C -5.934 5.073 -1.013
C -5.110 5.612 -2.182
C -3.798 4.828 -2.219
H -6.139 3.046 -0.200
H -6.473 3.192 -1.953
H -6.967 5.430 -1.047
H -5.493 5.403 -0.066
H -5.658 5.457 -3.118
H -4.924 6.685 -2.086
H -3.434 4.702 -3.240
H -3.030 5.303 -1.605
O -4.462 4.809 -7.947
S -3.725 5.463 -6.889
O -4.382 6.078 -5.755
C -2.476 4.340 -6.292
C -1.271 4.609 -7.182
C -1.189 6.130 -7.320
C -2.598 6.640 -7.625
H -2.836 3.313 -6.356
H -2.262 4.600 -5.252
H -0.356 4.190 -6.757
H -1.425 4.157 -8.168
H -0.836 6.563 -6.377
H -0.484 6.428 -8.101
H -2.771 7.627 -7.192
H -2.790 6.666 -8.700
```

SMILES string: N=P(O)(O)C1=CC(=O)C(Cl)=C(C[C@@H](O)CN)C1=O.O=S1(=O)CCCC1.O=S1(=O)CCCC1.O=S1(=O)CCCC1.O=S1(=O)CCCC1.O=S1(=O)CCCC1
Frontier orbital gap, hartree: 0.2140
HOMO level, eV: -7.59
Total charge: 0



No. 3
Computed, not measured: a molecular structure, C29H52N5NiP2Si at a distorted geometry, with wB97M-V/def2-TZVPD.

Geometry as XYZ:
```
90
C29H52N5NiP2Si, DFT wB97M-V/def2-TZVPD
Ni -0.060 0.054 -0.399
C 1.946 2.490 -0.079
C 2.532 1.521 -1.123
N 1.540 0.652 -1.778
C 0.912 1.228 -2.974
C -0.107 2.279 -2.578
N -0.985 1.789 -1.499
C -1.372 2.850 -0.552
C -0.359 3.002 0.618
N 0.714 2.004 0.571
H 1.732 3.447 -0.552
H 2.720 2.683 0.664
H 3.251 0.879 -0.627
H 3.085 2.104 -1.866
H 2.007 -0.200 -2.051
H 0.426 0.420 -3.522
H 1.652 1.685 -3.636
H -0.679 2.578 -3.457
H 0.414 3.168 -2.222
H -1.819 1.398 -1.914
H -2.344 2.603 -0.137
H -1.479 3.804 -1.071
H -0.893 2.884 1.556
H 0.052 4.013 0.623
H 0.916 1.708 1.516
C -2.752 -2.188 -0.987
P -2.017 -1.011 0.210
C -1.477 -2.165 1.544
N -2.327 -2.873 2.171
C -1.907 -3.680 3.225
C -2.850 -4.280 4.052
C -2.447 -5.174 5.027
C -1.089 -5.524 5.141
C -0.145 -4.973 4.310
C -0.519 -3.989 3.357
N 0.397 -3.438 2.553
C 0.028 -2.173 1.952
P 1.079 -1.792 0.443
C 0.892 -3.389 -0.427
C 2.899 -1.772 0.948
C 3.164 -0.470 1.724
C 3.700 -1.777 -0.364
C 3.391 -2.953 1.787
C -3.534 -0.101 0.861
C -3.025 0.875 1.933
C -4.661 -0.949 1.447
C -4.114 0.654 -0.348
H -3.397 -2.893 -0.466
H -1.966 -2.731 -1.507
H -3.328 -1.639 -1.736
H -3.899 -4.037 3.915
H -3.178 -5.623 5.688
H -0.785 -6.240 5.896
H 0.906 -5.224 4.405
H 1.041 -4.198 0.287
H 1.605 -3.471 -1.246
H -0.111 -3.461 -0.843
H 2.667 0.390 1.266
H 4.239 -0.270 1.753
H 2.803 -0.550 2.751
H 3.470 -0.926 -1.007
H 3.537 -2.691 -0.938
H 4.765 -1.730 -0.128
H 2.870 -3.031 2.732
H 4.458 -2.794 1.984
H 3.285 -3.905 1.262
H -2.848 0.349 2.876
H -3.763 1.664 2.111
H -2.080 1.336 1.642
H -4.362 -1.456 2.355
H -5.028 -1.698 0.743
H -5.492 -0.276 1.682
H -3.349 1.148 -0.949
H -4.812 1.420 -0.001
H -4.668 -0.021 -1.004
C 1.463 -0.295 6.401
Si 0.269 0.710 5.390
C -1.449 0.630 6.102
C 0.842 2.462 5.144
C 0.179 -0.181 3.767
C 0.126 -1.044 2.917
H 1.496 0.053 7.440
H 2.477 -0.238 5.992
H 1.153 -1.344 6.401
H -1.459 0.980 7.141
H -1.812 -0.402 6.088
H -2.150 1.249 5.532
H 0.950 2.957 6.114
H 0.121 3.037 4.553
H 1.812 2.497 4.639
```

Frontier orbital gap (spin up / spin down), hartree: 0.1582 / 0.1573
HOMO level (spin up / spin down), eV: -8.19 / -8.19
Total charge: +1



No. 4
Computed, not measured: a molecular structure, C29H52NO19S2 at a distorted geometry, with wB97M-V/def2-TZVPD.

Geometry as XYZ:
```
103
C29H52NO19S2, DFT wB97M-V/def2-TZVPD
C -2.604 -2.176 -10.963
C -2.590 -3.039 -9.666
C -3.789 -2.768 -8.728
C -3.392 -2.016 -7.431
C -3.978 -2.648 -6.138
C -3.033 -2.365 -4.972
S -3.180 -3.606 -3.682
O -4.561 -4.008 -3.601
O -2.330 -4.698 -4.107
N -2.632 -2.778 -2.422
S -2.116 -3.675 -1.201
O -2.990 -4.809 -1.010
O -0.735 -4.099 -1.291
C -2.405 -2.649 0.228
C -1.510 -1.432 0.369
C -0.310 -1.288 -0.281
C 0.426 -0.148 -0.114
C 0.000 0.857 0.701
C -1.191 0.735 1.373
C -1.937 -0.401 1.186
C -3.276 -0.466 1.908
H -3.431 -1.469 -10.965
H -2.681 -2.792 -11.859
H -1.655 -1.642 -11.036
H -1.638 -2.881 -9.166
H -2.636 -4.079 -9.989
H -4.216 -3.727 -8.437
H -4.534 -2.180 -9.266
H -3.680 -0.965 -7.493
H -2.305 -2.032 -7.345
H -4.911 -2.118 -5.953
H -4.176 -3.707 -6.290
H -1.983 -2.300 -5.246
H -3.327 -1.423 -4.504
H -2.430 -3.269 1.122
H -3.422 -2.281 0.102
H 0.046 -2.061 -0.949
H 1.367 -0.031 -0.637
H 0.583 1.764 0.813
H -1.550 1.512 2.032
H -3.989 0.077 1.279
H -3.639 -1.479 2.037
H -3.242 0.074 2.852
C -2.663 1.311 -2.253
O -3.547 2.197 -1.550
C -3.336 3.484 -1.776
O -2.495 3.958 -2.496
O -4.225 4.184 -1.059
C -4.110 5.596 -1.208
H -2.937 0.295 -1.981
H -2.777 1.430 -3.329
H -1.630 1.486 -1.956
H -4.279 5.890 -2.244
H -3.133 5.941 -0.873
H -4.879 6.043 -0.583
C 3.669 3.686 5.114
O 2.797 3.605 3.986
C 3.105 4.418 2.981
O 4.033 5.186 2.953
O 2.211 4.237 2.008
C 2.431 5.053 0.856
H 3.301 2.976 5.849
H 4.689 3.415 4.850
H 3.645 4.684 5.548
H 3.395 4.828 0.403
H 2.369 6.109 1.115
H 1.642 4.815 0.147
C 6.806 5.131 10.204
O 6.380 4.521 8.985
C 7.326 4.456 8.046
O 8.455 4.857 8.154
O 6.801 3.870 6.971
C 7.708 3.732 5.875
H 5.952 5.121 10.875
H 7.619 4.564 10.653
H 7.112 6.161 10.032
H 8.556 3.110 6.154
H 8.048 4.708 5.532
H 7.160 3.246 5.072
C 1.581 -5.328 -2.060
O 2.387 -5.851 -3.140
C 3.628 -6.157 -2.815
O 4.142 -6.045 -1.730
O 4.248 -6.627 -3.913
C 5.604 -6.997 -3.698
H 0.601 -5.125 -2.460
H 1.494 -6.064 -1.264
H 2.011 -4.403 -1.681
H 5.675 -7.797 -2.962
H 6.194 -6.138 -3.379
H 5.988 -7.356 -4.651
C -0.725 2.797 6.632
O -0.976 1.602 7.373
C -1.921 0.843 6.815
O -2.510 1.105 5.800
O -2.086 -0.249 7.560
C -3.070 -1.155 7.056
H 0.061 3.341 7.150
H -0.383 2.555 5.627
H -1.614 3.424 6.596
H -2.789 -1.517 6.068
H -4.048 -0.679 7.020
H -3.108 -1.994 7.745
```

Frontier orbital gap, hartree: 0.2658
HOMO level, eV: -5.59
Total charge: -1



No. 5
Computed, not measured: a molecular structure, C29H53BN7O5ReS3 at a distorted geometry, with wB97M-V/def2-TZVPD.

Geometry as XYZ:
```
99
C29H53BN7O5ReS3, DFT wB97M-V/def2-TZVPD
Re 0.457 0.797 -0.125
C 2.576 2.474 2.110
O 2.543 1.811 0.856
C 3.596 2.264 0.010
C 3.551 1.470 -1.289
O 2.275 1.537 -1.899
C 2.040 2.629 -2.785
C 0.845 3.429 -2.281
O -0.229 2.517 -2.109
C -1.503 3.123 -2.251
H 1.725 2.125 2.694
H 3.506 2.242 2.636
H 2.517 3.561 1.983
H 3.483 3.340 -0.183
H 4.560 2.093 0.500
H 4.331 1.818 -1.972
H 3.713 0.411 -1.069
H 2.922 3.267 -2.877
H 1.792 2.202 -3.763
H 1.081 3.906 -1.318
H 0.577 4.198 -3.012
H -1.556 3.698 -3.180
H -2.236 2.319 -2.292
H -1.725 3.786 -1.407
C -4.179 1.875 0.335
C -4.746 0.477 0.108
C -6.083 0.383 0.841
C -4.959 0.175 -1.377
N -3.793 -0.521 0.634
C -4.084 -1.452 1.582
C -3.027 -2.301 1.668
N -2.083 -1.900 0.770
B -0.986 -2.890 0.309
N -0.658 -2.723 -1.189
C -1.353 -3.400 -2.148
C -0.693 -3.264 -3.327
N 0.414 -2.501 -3.100
C 0.399 -2.159 -1.796
S 1.545 -1.141 -0.991
C 1.452 -2.192 -4.110
C 1.120 -2.902 -5.420
C 2.794 -2.715 -3.590
C 1.474 -0.680 -4.338
N 0.282 -2.830 1.189
C 0.979 -3.973 1.447
C 1.820 -3.733 2.486
N 1.643 -2.438 2.870
C 0.734 -1.888 2.036
S 0.204 -0.228 2.017
C 2.310 -1.824 4.039
C 3.363 -0.850 3.516
C 1.256 -1.122 4.897
C 2.976 -2.914 4.881
C -2.550 -0.787 0.181
S -1.662 0.144 -0.980
H -4.908 2.614 0.020
H -3.266 2.024 -0.230
H -3.962 2.012 1.392
H -6.765 1.102 0.394
H -5.977 0.635 1.893
H -6.541 -0.597 0.742
H -5.644 0.907 -1.794
H -5.400 -0.811 -1.504
H -4.025 0.217 -1.933
H -5.012 -1.464 2.111
H -2.893 -3.167 2.281
H -1.439 -3.975 0.442
H -2.246 -3.948 -1.928
H -0.945 -3.666 -4.286
H 1.084 -3.980 -5.288
H 1.903 -2.687 -6.141
H 0.183 -2.554 -5.845
H 2.724 -3.779 -3.371
H 3.113 -2.191 -2.692
H 3.559 -2.581 -4.349
H 0.519 -0.346 -4.739
H 2.251 -0.440 -5.058
H 1.678 -0.150 -3.411
H 0.803 -4.870 0.893
H 2.506 -4.396 2.969
H 2.917 -0.120 2.846
H 4.145 -1.387 2.983
H 3.818 -0.331 4.355
H 0.872 -0.227 4.419
H 1.696 -0.835 5.848
H 0.428 -1.794 5.106
H 3.824 -3.370 4.374
H 2.265 -3.685 5.168
H 3.350 -2.461 5.795
N -0.522 5.200 1.647
C -1.410 4.184 2.262
C -1.045 2.804 1.633
O -1.585 1.792 2.022
O -0.166 2.888 0.713
H 0.183 5.557 2.301
H -1.023 6.005 1.255
H -0.049 4.618 0.889
H -2.460 4.389 2.056
H -1.286 4.121 3.343
```

Frontier orbital gap (spin up / spin down), hartree: 0.2005 / 0.2266
Relative energy (zero: lowest compared OMol25 entry of this formula, charge and spin), eV: 0.8643
HOMO level (spin up / spin down), eV: -15.59 / -15.61
Total charge: +3
Spin multiplicity: 2